Entry 1:
Formula: C3H10NO2Si
Source: the Open Molecules 2025 dataset
Level of theory: ωB97M-V/def2-TZVPD

XYZ file:
```
17
Properties=species:S:1:pos:R:3
Si -0.24 0.75 -0.36
O -1.24 1.95 -0.55
O -0.46 0.73 2.09
N 2.04 -0.52 0.47
C -2.74 -0.71 -0.49
C -1.41 -0.77 -0.47
C 1.64 0.56 -0.44
H -0.97 1.46 2.55
H -0.75 -1.70 -0.52
H 2.22 1.39 -0.02
H 1.90 0.27 -1.47
H 0.50 0.54 2.29
H 3.02 -0.48 0.74
H -1.20 2.95 -0.64
H -3.32 -1.59 -0.48
H -3.22 0.22 -0.34
H 2.04 -1.45 0.01
```

Values from the calculation:
Net charge: +1
Energy relative to the best compared isomer or geometry (same formula, charge and spin) in kJ/mol: 267.6
E_HOMO in eV: -14.0
E_tot in Eh: -614.7774
LUMO energy in eV: -3.93
Spin multiplicity: 1
HOMO-LUMO gap in eV: 10.11

---

Entry 2:
Formula: C3H10NO3
Source: the Open Molecules 2025 dataset
Level of theory: ωB97M-V/def2-TZVPD

XYZ file:
```
17
Properties=species:S:1:pos:R:3
O 0.42 1.56 -0.58
O -1.20 0.12 0.34
O -2.90 2.28 0.20
N 0.92 -0.57 0.01
C 0.47 -1.84 0.56
C 0.05 0.40 -0.05
C 2.20 -0.54 -0.56
H 2.94 -0.84 0.08
H -2.93 3.27 0.42
H 2.22 -1.10 -1.39
H 1.23 -2.17 1.25
H -0.64 -1.92 0.69
H 2.64 0.39 -0.98
H -0.15 2.23 -0.21
H 0.46 -2.60 -0.18
H -1.86 0.98 0.35
H -3.45 2.18 -0.51
```

Values from the calculation:
Net charge: +1
Energy relative to the best compared isomer or geometry (same formula, charge and spin) in kJ/mol: 188.7
E_HOMO in eV: -15.0
E_tot in Eh: -400.5128
LUMO energy in eV: -3.29
Spin multiplicity: 1
HOMO-LUMO gap in eV: 11.71

---

Entry 3:
Formula: C3H10NO3S
Source: the Open Molecules 2025 dataset
Level of theory: ωB97M-V/def2-TZVPD

XYZ file:
```
18
Properties=species:S:1:pos:R:3
S 1.35 1.37 0.16
O -3.34 0.98 -0.23
O -1.66 0.14 1.17
O 0.77 -0.94 -0.67
N -1.48 -0.01 -1.09
C -1.95 0.81 0.05
C 3.01 -0.81 0.20
C 1.63 -0.35 -0.03
H -1.60 -0.80 1.01
H -3.60 1.32 0.60
H 3.03 -1.71 -0.51
H -1.53 1.75 0.17
H -1.30 0.39 -2.00
H 3.18 -0.89 1.31
H -0.46 -0.45 -0.90
H 3.82 -0.12 -0.07
H -2.24 -0.67 -1.43
H 2.47 1.71 1.01
```

Values from the calculation:
Net charge: +1
Energy relative to the best compared isomer or geometry (same formula, charge and spin) in kJ/mol: 187.1
E_HOMO in eV: -14.4
E_tot in Eh: -798.6859
LUMO energy in eV: -3.68
Spin multiplicity: 1
HOMO-LUMO gap in eV: 10.71

---

Entry 4:
Formula: C3H10NO3S
Source: the Open Molecules 2025 dataset
Level of theory: ωB97M-V/def2-TZVPD

XYZ file:
```
18
Properties=species:S:1:pos:R:3
S -1.32 -1.74 0.67
O 1.05 -2.69 -1.19
O -1.21 2.65 0.21
O 0.92 2.65 -0.54
N 1.30 0.09 0.01
C 0.04 2.17 0.09
C -1.29 0.01 0.23
C 0.04 0.69 0.56
H 0.04 0.69 1.67
H 2.09 0.03 0.66
H -1.52 0.02 -0.84
H 1.65 0.57 -0.83
H -1.44 -1.72 1.99
H -1.26 3.53 -0.21
H 1.14 -0.90 -0.26
H 0.62 -2.95 -2.04
H 1.30 -3.57 -0.90
H -2.16 0.47 0.70
```

Values from the calculation:
Net charge: +2
Energy relative to the best compared isomer or geometry (same formula, charge and spin) in kJ/mol: 34.6
E_HOMO (spin up / spin down) in eV: -19.3 / -19.3
E_tot in Eh: -798.2534
LUMO energy (spin up / spin down) in eV: -7.67 / -13.29
Spin multiplicity: 2
HOMO-LUMO gap (spin up / spin down) in eV: 11.64 / 5.97

---

Entry 5:
Formula: C3H10NO4
Source: the Open Molecules 2025 dataset
Level of theory: ωB97M-V/def2-TZVPD

XYZ file:
```
18
Properties=species:S:1:pos:R:3
O -1.71 1.21 2.54
O 0.99 0.08 -0.86
O 0.26 -2.29 -1.91
O 2.72 0.47 0.92
N -1.35 0.57 -0.50
C 0.00 1.03 -0.88
C -0.92 0.54 1.93
C -1.28 -0.28 0.70
H 0.12 0.45 2.29
H -0.08 1.50 -1.85
H -0.49 -1.03 0.57
H -1.73 0.03 -1.27
H 0.26 1.83 -0.16
H 1.98 0.30 0.18
H -2.24 -0.70 0.91
H 0.77 -1.52 -1.53
H 3.33 -0.26 0.74
H -0.63 -1.93 -1.81
```

Values from the calculation:
Net charge: -1
Energy relative to the best compared isomer or geometry (same formula, charge and spin) in kJ/mol: 235.4
E_HOMO in eV: -4.6
E_tot in Eh: -476.0461
LUMO energy in eV: 3.87
Spin multiplicity: 1
HOMO-LUMO gap in eV: 8.43

---

Entry 6:
Formula: C3H10NOP
Source: the Open Molecules 2025 dataset
Level of theory: ωB97M-V/def2-TZVPD

XYZ file:
```
16
Properties=species:S:1:pos:R:3
P 1.00 -0.25 -0.66
O 2.17 0.67 -0.91
N -0.47 0.45 0.00
C -0.36 1.84 0.38
C -1.74 -0.20 -0.29
C 1.51 -1.65 0.50
H -1.52 -1.14 -0.61
H -1.01 2.16 1.33
H 0.66 2.27 0.53
H -2.28 0.41 -1.02
H -0.57 2.47 -0.51
H 0.73 -1.55 1.29
H 0.30 -1.12 -1.59
H 1.42 -2.59 0.07
H -2.38 -0.32 0.58
H 2.54 -1.45 0.90
```

Values from the calculation:
SMILES: CN(C)[P@H](C)=O
Energy relative to the best compared isomer or geometry (same formula, charge and spin) in kJ/mol: 132.2
E_HOMO in eV: -9.0
E_tot in Eh: -591.6324
LUMO energy in eV: 0.88
Spin multiplicity: 1
HOMO-LUMO gap in eV: 9.85

---

Entry 7:
Formula: C3H10NOS
Source: the Open Molecules 2025 dataset
Level of theory: ωB97M-V/def2-TZVPD

XYZ file:
```
16
Properties=species:S:1:pos:R:3
S -1.44 -0.73 -0.48
O -2.90 1.63 1.63
N 3.14 -0.82 0.53
C 1.10 0.50 -0.11
C -0.16 0.43 -1.08
C 1.96 -0.72 -0.32
H 0.76 0.65 0.92
H 0.34 0.29 -2.03
H -2.47 0.88 1.17
H 1.44 -1.68 -0.33
H -2.86 2.35 1.01
H 2.27 -0.65 -1.39
H 2.94 -1.20 1.44
H 3.69 0.02 0.65
H -0.56 1.45 -1.02
H 1.74 1.35 -0.45
```

Values from the calculation:
Net charge: -1
Energy relative to the best compared isomer or geometry (same formula, charge and spin) in kJ/mol: 50.4
E_HOMO in eV: -2.7
E_tot in Eh: -648.5124
LUMO energy in eV: 4.10
Spin multiplicity: 1
HOMO-LUMO gap in eV: 6.83

---

Entry 8:
Formula: C3H10NOS
Source: the Open Molecules 2025 dataset
Level of theory: ωB97M-V/def2-TZVPD

XYZ file:
```
16
Properties=species:S:1:pos:R:3
S -1.87 -0.20 1.28
O 1.66 0.00 -0.76
N 4.01 0.69 -0.77
C -3.43 -0.98 0.69
C -1.23 0.66 -0.15
C 2.79 -0.04 -1.37
H -3.38 -1.16 -0.38
H 3.38 -1.07 -1.49
H -3.53 -1.83 1.36
H -0.41 0.11 -0.64
H 3.70 1.55 -0.30
H 4.55 0.24 -0.04
H 2.85 0.23 -2.45
H -0.87 1.62 0.20
H -1.94 0.71 -0.98
H -4.22 -0.26 0.86
```

Values from the calculation:
Net charge: -1
Energy relative to the best compared isomer or geometry (same formula, charge and spin) in kJ/mol: 233.0
E_HOMO in eV: -2.6
E_tot in Eh: -648.4428
LUMO energy in eV: 3.26
Spin multiplicity: 1
HOMO-LUMO gap in eV: 5.83

---

Entry 9:
Formula: C3H10NOS
Source: the Open Molecules 2025 dataset
Level of theory: ωB97M-V/def2-TZVPD

XYZ file:
```
16
Properties=species:S:1:pos:R:3
S 1.59 -1.03 1.33
O -1.03 1.36 0.01
N -2.67 0.62 -1.60
C -1.51 1.45 -1.25
C -0.18 -1.42 0.68
C 2.04 0.07 -0.02
H -0.67 -1.99 1.47
H -0.08 -1.96 -0.26
H 2.29 -0.56 -0.89
H 1.21 0.65 -0.41
H 2.90 0.73 0.04
H -0.67 1.14 -1.92
H -2.68 0.68 -2.61
H -0.60 -0.42 0.49
H -2.46 -0.31 -1.24
H -1.78 2.49 -1.57
```

Values from the calculation:
Energy relative to the best compared isomer or geometry (same formula, charge and spin) in kJ/mol: 179.4
E_HOMO (spin up / spin down) in eV: -8.3 / -8.3
E_tot in Eh: -648.3661
LUMO energy (spin up / spin down) in eV: 0.77 / -2.09
Spin multiplicity: 2
HOMO-LUMO gap (spin up / spin down) in eV: 9.10 / 6.23

---

Entry 10:
Formula: C3H10NOS
Source: the Open Molecules 2025 dataset
Level of theory: ωB97M-V/def2-TZVPD

XYZ file:
```
16
Properties=species:S:1:pos:R:3
S 1.80 -0.31 0.43
O 1.06 2.15 -0.13
N -1.33 1.06 0.15
C 0.80 0.91 -0.46
C -2.00 -0.17 0.50
C 1.68 -1.97 -0.45
H 1.62 2.36 0.65
H 1.63 -1.82 -1.51
H -1.82 -0.94 -0.15
H -1.54 1.47 -0.73
H 0.79 -2.35 -0.01
H -2.96 0.04 0.82
H -1.35 1.55 1.00
H 0.43 0.68 -1.48
H 2.59 -2.22 0.01
H -1.39 -0.43 1.35
```

Values from the calculation:
Net charge: +1
Energy relative to the best compared isomer or geometry (same formula, charge and spin) in kJ/mol: 234.7
E_HOMO (spin up / spin down) in eV: -14.0 / -14.0
E_tot in Eh: -648.1487
LUMO energy (spin up / spin down) in eV: -4.26 / -4.26
Spin multiplicity: 1
HOMO-LUMO gap (spin up / spin down) in eV: 9.76 / 9.76

---

Entry 11:
Formula: C3H10NOS2
Source: the Open Molecules 2025 dataset
Level of theory: ωB97M-V/def2-TZVPD

XYZ file:
```
17
Properties=species:S:1:pos:R:3
S -0.97 -1.07 -2.44
S 0.19 -2.49 0.08
O 2.40 -0.21 0.38
N 0.18 0.48 -0.30
C 0.20 -1.58 -1.36
C -1.08 0.89 0.30
C 1.19 0.33 0.77
H 1.31 1.36 1.29
H -0.85 0.97 1.43
H -1.11 -2.72 0.10
H -1.81 0.15 0.06
H 0.66 -0.31 1.42
H -2.14 -1.13 -1.62
H 2.60 0.33 -0.31
H 0.47 0.95 -1.17
H 1.23 -1.27 -1.65
H -1.27 1.84 -0.11
```

Values from the calculation:
Net charge: +1
Energy relative to the best compared isomer or geometry (same formula, charge and spin) in kJ/mol: 286.2
E_HOMO in eV: -13.5
E_tot in Eh: -1046.3169
LUMO energy in eV: -5.16
Spin multiplicity: 1
HOMO-LUMO gap in eV: 8.34

---

Entry 12:
Formula: C3H10NOSSi
Source: the Open Molecules 2025 dataset
Level of theory: ωB97M-V/def2-TZVPD

XYZ file:
```
17
Properties=species:S:1:pos:R:3
S 0.61 -0.66 -1.59
Si 1.11 -2.23 2.01
O -0.23 -2.03 1.09
N -0.75 0.21 -0.65
C 0.50 0.90 -0.56
C -1.38 1.44 -1.30
C -0.02 2.17 -1.17
H -1.33 -0.33 -0.06
H 2.36 -1.97 1.00
H 1.23 0.92 0.35
H -2.03 1.90 -0.47
H -0.36 -2.60 0.28
H 0.95 -3.50 2.74
H 0.90 -0.93 2.89
H -1.84 1.23 -2.26
H -0.16 2.78 -0.25
H 0.45 2.71 -2.04
```

Values from the calculation:
Net charge: +1
Energy relative to the best compared isomer or geometry (same formula, charge and spin) in kJ/mol: 73.3
E_HOMO in eV: -14.3
E_tot in Eh: -937.6198
LUMO energy in eV: -4.98
Spin multiplicity: 1
HOMO-LUMO gap in eV: 9.31

---

- Which value of energy relative to the best compared isomer or geometry (same formula, charge and spin) does entry 4 give?
  34.6 kJ/mol